[1]
The following is a DFT calculation (ωB97M-V/def2-TZVPD) of a cluster of 11 separate species, C40H107N5O21 in total at a distorted geometry.

Structure (XYZ):
```
173
C40H107N5O21 | OMol25 | ωB97M-V/def2-TZVPD
C 1.0934 2.0146 -3.4137
O 2.3504 1.4738 -2.9240
C 3.5004 2.2061 -3.3495
C 4.7410 1.5353 -2.8509
N 5.9542 2.0192 -3.4676
C 7.0682 1.0776 -3.4691
C 6.9110 0.0831 -4.6077
O 6.9087 0.7201 -5.9265
C 8.1699 0.9462 -6.5364
H 0.9508 3.0622 -3.1488
H 0.3470 1.4273 -2.8789
H 0.9223 1.8656 -4.4798
H 3.4372 3.2035 -2.9144
H 3.4966 2.2216 -4.4394
H 4.7465 0.4550 -2.9961
H 4.9221 1.7621 -1.8003
H 5.7533 2.3224 -4.4099
H 7.1128 0.6757 -2.4568
H 7.9478 1.6674 -3.7269
H 6.0281 -0.5550 -4.5720
H 7.6207 -0.7270 -4.4402
H 8.8179 0.0699 -6.5557
H 8.7419 1.7718 -6.1130
H 7.8966 1.1941 -7.5620
C 0.8310 -4.5584 5.6403
O 1.1211 -4.8118 4.2685
C 0.7360 -6.1774 3.9067
C 0.6004 -6.2628 2.3539
N 1.9210 -6.0390 1.7619
C 1.8296 -5.7450 0.3146
C 3.3167 -5.7384 -0.2548
O 3.9833 -4.6184 0.3073
C 5.3843 -4.6438 0.0850
H 1.4650 -3.7155 5.9155
H 1.1278 -5.4074 6.2561
H -0.2143 -4.2713 5.7545
H -0.2352 -6.5099 4.2732
H 1.3845 -6.9649 4.2907
H -0.1018 -5.5034 2.0099
H 0.2405 -7.2342 2.0148
H 2.3432 -6.9557 1.7217
H 1.3383 -4.8055 0.0616
H 1.2042 -6.4300 -0.2579
H 3.4174 -5.5242 -1.3188
H 3.8858 -6.6398 -0.0277
H 5.5836 -4.9572 -0.9398
H 5.7480 -5.3552 0.8264
H 5.6542 -3.6236 0.3579
C -2.0679 4.4724 -2.4242
O -3.1992 3.6525 -2.3516
C -3.0009 2.5139 -1.5258
C -4.1329 1.4417 -1.5937
N -5.5196 1.9664 -1.3204
C -6.5744 1.0209 -1.1624
C -7.0280 0.3205 -2.4786
O -8.1260 -0.6002 -2.4029
C -9.4385 -0.0515 -2.4242
H -1.2032 3.9006 -2.7609
H -1.8946 4.8412 -1.4132
H -2.2054 5.3383 -3.0718
H -2.9274 2.7935 -0.4749
H -2.0050 2.0945 -1.6689
H -3.8600 0.5828 -0.9805
H -4.1628 1.0690 -2.6176
H -5.5719 2.7215 -0.6517
H -7.5029 1.4288 -0.7630
H -6.3150 0.2377 -0.4500
H -6.1856 -0.2882 -2.8071
H -7.3099 1.0550 -3.2331
H -9.5664 0.4113 -3.4028
H -9.6591 0.6508 -1.6204
H -10.1684 -0.8610 -2.4262
C 4.6777 7.1324 7.3141
O 3.6796 7.2952 6.3126
C 2.3674 6.9120 6.7061
C 2.0924 5.3945 6.6426
N 1.2953 5.1136 5.4247
C 1.1266 3.6380 5.1782
C 0.4532 3.3562 3.8489
O -0.9342 3.6747 3.8175
C -1.6243 3.4883 2.6060
H 5.5585 7.6577 6.9449
H 4.9805 6.1065 7.5237
H 4.4876 7.6396 8.2600
H 1.6626 7.4934 6.1117
H 2.2305 7.3189 7.7080
H 1.5050 5.2177 7.5436
H 3.0061 4.8027 6.6979
H 0.3161 5.3579 5.4637
H 0.5465 3.1617 5.9687
H 2.0801 3.1098 5.1839
H 0.4520 2.2698 3.7596
H 0.9764 3.6588 2.9418
H -2.6767 3.7337 2.7484
H -1.6368 2.4439 2.2942
H -1.3533 4.1856 1.8133
C -2.2197 -3.4530 1.7516
O -2.9565 -2.1888 1.7101
C -4.3499 -2.1742 1.8738
C -4.7853 -0.7479 1.6622
N -4.3320 0.1770 2.7337
C -4.9410 1.4483 2.5027
C -5.2326 2.2650 3.6938
O -4.0036 2.6245 4.3112
C -4.2375 2.8912 5.6732
H -1.1769 -3.2450 1.5121
H -2.6143 -4.2171 1.0818
H -2.1705 -3.8997 2.7446
H -4.6686 -2.6231 2.8145
H -4.9166 -2.7352 1.1307
H -5.8578 -0.7217 1.4694
H -4.2789 -0.4780 0.7354
H -3.3251 0.2395 2.6851
H -5.8885 1.2949 1.9860
H -4.1743 2.0051 1.9640
H -5.8997 1.6923 4.3381
H -5.7276 3.1620 3.3219
H -3.3718 3.3414 6.1590
H -4.5537 1.9612 6.1456
H -5.0194 3.6464 5.7536
O -2.5806 0.2596 -4.3501
C -2.5003 -1.1306 -4.2858
C -3.8759 -1.8234 -4.3954
O -4.3912 -1.6349 -5.7411
H -2.8791 0.5332 -5.2206
H -1.8071 -1.4186 -5.0761
H -2.1037 -1.4347 -3.3171
H -4.6024 -1.5171 -3.6427
H -3.7235 -2.8590 -4.0912
H -4.0423 -0.8342 -6.1395
O -1.2419 -0.1631 1.0319
C -0.0540 -0.1609 0.2928
C -0.3810 -0.5563 -1.1252
O -0.4526 -2.0335 -1.2028
H -1.4421 -1.0949 1.1469
H 0.2322 0.8866 0.3873
H 0.6687 -0.8130 0.7834
H 0.4698 -0.2018 -1.7070
H -1.2842 -0.0873 -1.5157
H 0.4037 -2.3806 -0.9420
O 3.8125 4.1934 1.1936
C 3.3481 3.5814 -0.0286
C 1.9611 2.9999 0.2059
O 0.9519 3.8695 -0.2728
H 3.2826 4.9547 1.4411
H 3.5023 4.2806 -0.8505
H 3.9791 2.7103 -0.2051
H 1.8478 2.6823 1.2424
H 1.8892 2.0716 -0.3607
H 0.9857 4.7695 0.0596
O 5.2300 -1.5444 -1.3231
C 4.4797 -2.2071 -2.3329
C 2.9819 -1.8035 -2.1060
O 2.3129 -2.5038 -1.0583
H 6.1443 -1.8170 -1.4299
H 4.7884 -1.9246 -3.3394
H 4.6454 -3.2794 -2.2300
H 2.5177 -2.1504 -3.0292
H 2.9117 -0.7186 -2.0286
H 2.7397 -2.3124 -0.2200
O 1.4597 -5.8633 -3.2376
C 0.6014 -4.7205 -3.3972
C -0.9007 -5.1226 -3.1357
O -1.5132 -5.5601 -4.3279
H 1.0360 -6.5415 -3.7688
H 0.7722 -4.0174 -2.5819
H 0.7834 -4.1418 -4.3027
H -1.3910 -4.2037 -2.8144
H -0.9463 -5.9022 -2.3752
H -2.4696 -5.5059 -4.2648
O -3.3071 -2.4144 -1.2067
H -2.3787 -2.2436 -1.3653
H -3.4161 -2.2909 -0.2637
```

The value obtained for the HOMO-LUMO gap is 0.31696 hartree. Its HOMO energy is -0.300 hartree. The relative energy (zero: lowest compared OMol25 entry of this formula, charge and spin) is 0.0000 eV. The value obtained for the LUMO energy is 0.4653 eV. As for the SMILES: COCCNCCOC.COCCNCCOC.COCCNCCOC.COCCNCCOC.COCCNCCOC.OCCO.OCCO.OCCO.OCCO.OCCO.O. Its total charge is 0.



[2]
The following is a DFT calculation (ωB97M-V/def2-TZVPD) of a structure of composition C29H30MoN9O6 at a distorted geometry.

Structure (XYZ):
```
75
C29H30MoN9O6 | OMol25 | ωB97M-V/def2-TZVPD
Mo 0.5483 0.5330 0.0808
C 2.0674 -1.5174 -3.1242
C 2.5993 -0.2387 -2.6060
N 2.1295 0.4392 -1.5566
C 2.9776 1.5245 -1.4013
C 3.9481 1.4963 -2.3750
N 3.6751 0.3848 -3.1142
C 5.1364 2.3618 -2.7745
O 5.3779 3.4269 -2.0628
O 5.7546 2.0045 -3.7324
C 2.7394 2.3889 -0.2311
O 3.3307 3.4069 0.0094
O 1.7671 1.8470 0.4793
H 1.0243 -1.4195 -3.4247
H 2.1504 -2.2866 -2.3527
H 2.6432 -1.8422 -3.9895
H 4.2526 0.1254 -3.9145
H 4.8082 3.6328 -1.2947
O -4.8088 0.7757 -5.3419
N -4.4443 0.0019 -4.5078
O -4.8312 -1.1178 -4.3116
C -3.3874 0.5042 -3.5919
C -3.2624 1.8540 -3.4916
C -2.2723 2.4462 -2.6620
C -2.0875 3.8384 -2.5725
C -1.0882 4.3110 -1.7511
C -0.3157 3.4072 -1.0163
N -0.4651 2.0858 -1.0772
C -1.4302 1.6050 -1.9009
C -1.5598 0.1820 -2.0051
N -0.6850 -0.5641 -1.2714
C -0.7085 -1.8908 -1.4308
C -1.6199 -2.5376 -2.2622
C -2.5523 -1.8017 -2.9672
C -2.5323 -0.3946 -2.8673
H -3.9170 2.4940 -4.0746
H -2.7276 4.4966 -3.1420
H -0.8996 5.3687 -1.6578
H 0.4404 3.7917 -0.3399
H 0.0293 -2.4519 -0.8683
H -1.5944 -3.6127 -2.3619
H -3.2858 -2.2894 -3.5982
C -3.0750 -0.9905 1.8672
N -2.1943 -0.4509 2.8841
C -2.6781 -0.7044 4.2295
C -1.0991 0.2474 2.5856
N -0.9774 0.8020 1.3219
N -0.1167 0.4623 3.4564
C 0.7607 1.6151 3.3398
C 0.2453 -0.4533 4.5242
H -3.3083 -2.0250 2.1332
H -2.6119 -0.9679 0.8773
H -4.0204 -0.4447 1.8511
H -3.7510 -0.5015 4.2543
H -2.1992 -0.0502 4.9485
H -2.5312 -1.7459 4.5231
H -1.8543 1.2741 1.0753
H 1.7329 1.3410 2.9152
H 0.9339 2.0192 4.3400
H 0.3034 2.3938 2.7244
H -0.2228 -1.4245 4.3952
H -0.0057 -0.0525 5.5053
H 1.3265 -0.5904 4.4989
N 1.1091 -0.8514 0.9817
C 1.3382 -1.9263 1.7186
C 0.2905 -2.8556 1.9446
C 0.4921 -3.9507 2.7529
C 1.7378 -4.1762 3.3333
C 2.7856 -3.2919 3.0972
C 2.5943 -2.1718 2.3185
H -0.6717 -2.6605 1.4895
H -0.3126 -4.6449 2.9405
H 1.8910 -5.0292 3.9757
H 3.7607 -3.4825 3.5166
H 3.4039 -1.4784 2.1391
```

The value obtained for the HOMO-LUMO gap is 0.25153 hartree. Its HOMO energy is -0.647 hartree. The relative energy (zero: lowest compared OMol25 entry of this formula, charge and spin) is 0.2203 eV. The value obtained for the LUMO energy is -10.7521 eV. Its total charge is +3.



[3]
The following is a DFT calculation (ωB97M-V/def2-TZVPD) of a cluster of 5 separate species, C28H25BNO10 in total at a distorted geometry.

Structure (XYZ):
```
65
C28H25BNO10 | OMol25 | ωB97M-V/def2-TZVPD
B 0.9382 3.7640 0.9133
N 1.4703 3.1930 -0.4715
C 0.9440 3.7972 -1.6082
C -0.5131 3.4521 -1.8139
O 1.5590 4.4563 -2.4394
C 2.8797 3.0373 -0.5015
C 3.3161 1.5800 -0.4280
O 3.7113 3.9217 -0.5508
H -0.2599 3.4864 1.0088
H 1.0812 4.9720 1.0089
H 1.5189 3.2033 1.8321
H -0.5208 2.7276 -2.6131
H -1.1281 4.3171 -2.0297
H -0.8856 3.0027 -0.9088
H 4.1923 1.4153 -1.0408
H 2.4970 0.9464 -0.7516
H 3.5055 1.3498 0.6158
C 0.6881 -1.6308 -2.9515
C 1.7330 -2.2691 -3.4702
C 2.7150 -1.5627 -4.3319
O 3.6643 -2.1495 -4.8076
C 2.4898 -0.1191 -4.5864
C 1.4432 0.5204 -4.0703
C 0.4582 -0.1885 -3.2158
O -0.4982 0.3878 -2.7479
H -0.0403 -2.1247 -2.3185
H 1.9199 -3.3206 -3.2925
H 3.2232 0.3778 -5.2082
H 1.2640 1.5763 -4.2368
C -2.8491 1.2473 3.3075
C -3.2325 1.9801 2.2666
C -2.6849 1.7307 0.9090
O -3.0414 2.3784 -0.0476
C -1.6781 0.6494 0.7633
C -1.2961 -0.0800 1.8078
C -1.8577 0.1559 3.1555
O -1.5317 -0.5280 4.1085
H -3.2380 1.4052 4.3054
H -3.9563 2.7802 2.3523
H -1.2842 0.4961 -0.2343
H -0.5667 -0.8753 1.7246
C -3.2281 -1.8551 -3.7883
C -3.6551 -2.1628 -5.0107
C -4.0814 -3.5413 -5.3539
O -4.4702 -3.8255 -6.4666
C -4.0143 -4.5662 -4.2813
C -3.5874 -4.2604 -3.0596
C -3.1611 -2.8795 -2.7167
O -2.7723 -2.6028 -1.6034
H -2.9095 -0.8544 -3.5186
H -3.7117 -1.4314 -5.8066
H -4.3304 -5.5651 -4.5540
H -3.5295 -4.9915 -2.2632
C 3.2153 -0.1629 6.5537
C 3.5200 -1.2254 7.2935
C 2.6035 -2.3890 7.3840
O 2.8847 -3.3561 8.0633
C 1.3377 -2.3236 6.6169
C 1.0268 -1.2633 5.8734
C 1.9440 -0.0978 5.7852
O 1.6695 0.8709 5.1161
H 3.8674 0.6977 6.4730
H 4.4397 -1.2952 7.8607
H 0.6864 -3.1849 6.6977
H 0.1064 -1.1939 5.3030
```

The value obtained for the HOMO-LUMO gap is 0.16656 hartree. Its HOMO energy is -0.174 hartree. The value obtained for the LUMO energy is -0.2115 eV. Its total charge is -1.



[4]
The following is a DFT calculation (ωB97M-V/def2-TZVPD) of a structure of composition C3H4O2 at a distorted geometry.

Structure (XYZ):
```
9
C3H4O2 | OMol25 | ωB97M-V/def2-TZVPD
C 0.6870 -0.0945 -0.8314
C -0.0495 1.0425 -0.8977
C 0.0651 -0.3640 0.4257
O -0.6663 0.8737 0.3265
O 0.6306 -0.8220 1.5344
H 1.4184 -0.4087 -1.4910
H -0.3637 1.8953 -1.4167
H -1.7607 -1.3417 0.0202
H 0.0392 -0.7806 2.3301
```

The value obtained for the HOMO-LUMO gap (spin up / spin down) is 0.29009 / 0.33613 hartree. Its HOMO energy (spin up / spin down) is -0.299 / -0.337 hartree. The relative energy (zero: lowest compared OMol25 entry of this formula, charge and spin) is 6.0575 eV. The value obtained for the LUMO energy (spin up / spin down) is -0.2408 / -0.0115 eV. Its total charge is 0.



[5]
The following is a DFT calculation (ωB97M-V/def2-TZVPD) of a structure of composition C38H33BrN2O4PPtS at a distorted geometry.

Structure (XYZ):
```
81
C38H33BrN2O4PPtS | OMol25 | ωB97M-V/def2-TZVPD
Pt -15.0476 -13.7643 -0.3875
O -13.6314 -11.3825 0.0484
C -13.4993 -12.4977 -0.3708
C -12.0781 -13.0778 -0.3879
C -10.9731 -12.1080 -0.7511
C -9.8847 -12.7051 -1.3956
C -9.9009 -14.0040 -1.7644
C -10.9767 -14.8901 -1.7333
C -12.0276 -14.3542 -0.8883
P -13.5637 -15.2572 -0.6922
C -13.7292 -16.5425 -2.0050
C -14.9108 -16.3932 -2.8226
C -15.0316 -17.2883 -3.9511
C -14.1862 -18.3089 -4.0708
C -12.9380 -18.4432 -3.2193
C -12.7694 -17.5343 -2.1419
C -13.4578 -16.4252 0.7364
C -14.4425 -17.4190 0.8817
C -14.2852 -18.4435 2.0105
C -13.2654 -18.3258 2.8467
C -12.2150 -17.2273 2.7024
C -12.4026 -16.3157 1.6061
H -10.9117 -10.9247 -0.4532
H -8.9444 -12.2822 -1.4919
H -9.0151 -14.4368 -2.0592
H -11.0289 -16.0811 -1.4076
H -15.5546 -15.6128 -2.8105
H -16.0248 -17.3256 -4.4439
H -14.2086 -18.9991 -4.6329
H -12.2488 -19.1075 -3.3262
H -12.0305 -17.8355 -1.4771
H -15.3128 -17.3735 0.3538
H -15.1035 -18.9208 2.5513
H -13.0488 -19.0062 3.6595
H -11.3457 -17.3427 3.3912
H -11.7625 -15.6384 1.3116
C -20.1283 -13.2414 4.5058
C -19.6933 -13.6708 3.0683
N -18.5072 -14.3277 3.0616
C -18.5178 -15.6950 3.6608
C -18.3343 -17.0060 2.8346
C -17.3267 -13.7431 2.8997
S -15.7378 -14.3118 3.3001
N -17.4436 -12.3982 2.5235
C -16.9105 -11.8018 1.5055
O -16.2885 -12.2997 0.4521
C -17.3010 -10.2812 1.5179
C -16.7125 -9.5708 0.4767
C -16.8907 -8.1715 0.4050
C -17.5790 -7.5517 1.4066
C -18.0054 -8.2670 2.5567
C -17.8466 -9.6286 2.6035
H -20.9178 -12.5253 4.5251
H -19.2910 -12.3510 4.8926
H -20.0751 -14.3010 4.8818
H -19.9830 -12.5646 2.4807
H -20.5954 -14.1883 2.6110
H -19.6323 -15.8351 4.2836
H -17.9470 -15.9392 4.5015
H -19.0534 -16.9537 2.0815
H -18.2917 -17.8979 3.5007
H -17.5083 -16.9044 2.1335
H -16.2083 -9.8724 -0.3580
H -16.3430 -7.3988 -0.4219
H -17.8328 -6.5888 1.5894
H -18.4490 -7.9303 3.5127
H -18.2820 -10.1051 3.6407
Br -22.9148 -16.5405 0.5130
C -21.5902 -15.1755 -0.0296
C -21.9674 -13.9151 -0.1458
C -20.9029 -12.9690 -0.3138
C -19.6193 -13.4164 -0.5088
C -19.2384 -14.7193 -0.4147
C -20.2564 -15.6738 -0.1391
C -17.8089 -15.2596 -0.6569
O -17.5021 -16.4030 -0.2753
O -16.9187 -14.4950 -1.2226
H -23.0579 -13.6593 -0.1616
H -21.1579 -11.9329 -0.2624
H -18.6927 -12.7447 -0.5700
H -19.9044 -16.7576 0.2344
```

The value obtained for the HOMO-LUMO gap (spin up / spin down) is 0.20213 / 0.18942 hartree. As for the multiplicity: 3. Its HOMO energy (spin up / spin down) is -0.113 / -0.177 hartree. The relative energy (zero: lowest compared OMol25 entry of this formula, charge and spin) is 12.8991 eV. The value obtained for the LUMO energy (spin up / spin down) is 2.4219 / 0.3374 eV. Its total charge is -1.



[6]
The following is a DFT calculation (ωB97M-V/def2-TZVPD) of an isolated molecule of C6H8O2 at a distorted geometry.

Structure (XYZ):
```
16
C6H8O2 | OMol25 | ωB97M-V/def2-TZVPD
O 2.2753 -0.9131 -0.1643
C 1.2174 -0.3938 0.0697
C 1.0777 1.2252 -0.0958
C -0.4327 1.6565 0.2538
O -1.5508 0.8876 -0.2810
C -0.9664 -0.3113 -0.4448
C -1.3233 -1.7087 0.0652
C -0.1314 -0.8659 0.5488
H 1.4268 1.6143 -1.0554
H 1.6702 1.8090 0.6880
H -0.3991 1.7538 1.3767
H -0.6164 2.6717 -0.0395
H -0.6014 -0.4368 -1.4563
H -1.4876 -2.4487 -0.7224
H -2.0145 -1.8516 0.8884
H -0.4219 -0.5199 1.5013
```

The value obtained for the HOMO-LUMO gap is 0.38290 hartree. Its HOMO energy is -0.349 hartree. The relative energy (zero: lowest compared OMol25 entry of this formula, charge and spin) is 3.7143 eV. The value obtained for the LUMO energy is 0.9092 eV. As for the SMILES: O=C1CCO[C@@H]2C[C@@H]12. Its total charge is 0.



Question: What is the total charge in the fifth record?
Answer: -1